Below is an isolated molecule of C6H10FNO, with properties calculated with ωB97M-V with the def2-TZVPD basis set.

Properties
**HOMO level**: -9.51 eV
**Electronic energy**: -12635.2207 eV
**Relative energy (zero: lowest compared OMol25 entry of this formula, charge and spin)**: 44.2 kcal/mol
**SMILES string**: CC(C)(O)C#C[C@H](N)F
**HOMO-LUMO gap**: 10.30 eV

```
19
Properties=species:S:1:pos:R:3:forces:R:3:mulliken_charge:R:1
F 3.360 0.980 -0.744 -0.54 -0.03 0.19 -0.27
O -2.336 -1.288 0.166 0.27 0.71 -0.73 -0.57
N 3.521 -0.736 0.679 0.76 -3.08 -1.43 -0.38
C -1.536 -0.066 -0.041 -0.04 -0.82 2.24 1.16
C -1.734 0.879 1.167 -1.79 -3.70 0.41 -1.46
C -0.098 -0.288 -0.194 0.92 -0.46 -0.32 -0.32
C 2.970 -0.303 -0.490 -2.45 -0.13 -1.01 0.11
C 1.082 -0.274 -0.467 3.50 -0.11 0.19 -0.08
C -1.994 0.561 -1.310 -1.02 -0.15 -2.06 -1.24
H -2.022 -1.893 0.853 0.43 0.66 -0.11 0.33
H -2.808 1.069 1.143 0.13 0.41 0.53 0.34
H 3.623 -1.736 0.897 -0.29 1.00 -0.64 0.21
H -1.153 1.674 0.966 1.71 3.21 -0.35 0.43
H -1.365 1.474 -1.564 -0.40 -1.59 0.02 0.31
H -1.924 -0.373 -2.050 -0.30 2.63 0.91 0.30
H 3.344 -0.909 -1.341 -1.08 0.10 0.46 0.26
H -1.403 0.407 2.128 -0.41 0.35 -0.85 0.33
H -3.040 1.005 -1.246 0.99 -1.08 -0.05 0.35
H 3.513 -0.185 1.449 -0.39 2.11 2.58 0.18
```
Forces are in eV/Å.

Below is a structure of composition C15H32BF2N8O4P2STl, with properties calculated with ωB97M-V with the def2-TZVPD basis set.

Properties
**HOMO level**: -6.23 eV
**Electronic energy**: -76407.0869 eV
**Relative energy (zero: lowest compared OMol25 entry of this formula, charge and spin)**: 0.0 kcal/mol
**HOMO-LUMO gap**: 6.68 eV

```
66
Properties=species:S:1:pos:R:3:forces:R:3:mulliken_charge:R:1
Tl 0.190 0.882 0.748 0.06 0.08 -0.17 0.36
S -1.467 3.659 0.291 -0.05 -0.02 0.00 -0.48
P -1.167 0.714 -2.104 -0.04 0.05 0.09 0.71
P 1.308 -1.961 -0.263 0.11 0.11 0.05 0.72
F -2.185 -1.584 0.532 -0.05 -0.10 -0.01 -0.14
F -3.055 0.062 1.744 0.03 0.06 0.04 -0.24
O 1.244 -3.446 -0.955 -0.08 0.00 0.05 -0.52
O 2.736 -1.518 -0.909 -0.01 -0.05 -0.02 -0.50
O 1.823 -2.291 1.237 -0.02 -0.10 0.04 -0.06
O 0.060 0.102 3.891 0.07 0.01 0.02 -0.66
N -3.729 1.052 -3.171 0.01 0.01 0.01 0.11
N 2.117 0.932 3.390 -0.05 0.01 0.11 -0.46
N -1.230 4.944 2.583 0.05 -0.01 0.00 -0.46
N 1.860 -1.163 4.473 0.02 -0.04 -0.04 0.18
N 4.167 1.703 2.786 0.00 0.02 0.03 -0.49
N -2.017 2.808 2.746 -0.06 -0.04 0.02 -0.27
N -2.158 -0.241 -4.539 0.01 0.00 0.01 0.11
N -1.911 2.195 -4.355 0.01 -0.01 0.01 0.10
C -1.769 1.008 -5.193 0.00 0.01 0.00 -0.95
C 4.035 -0.419 3.929 -0.02 0.00 -0.03 -0.76
C -0.961 2.171 -3.239 -0.01 0.03 -0.03 -1.05
C -1.241 -0.574 -3.445 0.02 -0.03 -0.02 -1.02
C 3.410 0.739 3.366 0.01 -0.07 -0.06 0.90
C 3.201 -1.337 4.461 -0.02 0.03 0.03 -0.26
C 0.988 -2.218 4.973 0.00 0.00 -0.01 -1.09
C -0.002 -4.137 -0.806 0.01 -0.01 -0.04 -0.48
C 1.277 -0.008 3.906 -0.07 0.06 0.01 0.43
C 2.987 -3.088 1.470 0.02 0.03 -0.03 -0.82
C -3.529 -0.094 -4.052 0.00 0.00 0.00 -0.97
C -3.290 2.258 -3.868 0.00 -0.01 0.00 -0.96
C -1.583 3.799 1.963 -0.08 0.04 -0.03 0.63
C 2.681 -0.915 -2.201 0.01 0.01 0.01 -0.54
C -3.010 0.878 -1.906 -0.04 -0.02 -0.03 -0.77
B -1.960 -0.359 1.055 0.03 0.04 0.01 0.12
H -0.239 -0.728 -3.856 0.00 0.01 0.00 0.37
H -1.072 3.086 -2.651 0.00 0.00 0.00 0.35
H 3.126 -3.826 0.680 -0.02 0.00 0.00 0.41
H 2.847 -3.601 2.421 0.00 0.01 0.01 0.19
H 5.104 -0.563 3.925 0.00 0.00 0.00 0.35
H -1.435 5.108 3.553 0.00 -0.01 0.00 0.19
H -2.323 1.940 2.332 0.06 -0.06 -0.03 0.12
H -0.731 0.928 -5.525 0.00 0.00 0.00 0.41
H 0.141 -5.140 -1.202 0.00 0.00 -0.01 0.26
H 3.669 -0.512 -2.411 0.00 0.00 0.01 0.29
H -3.819 -1.004 -3.524 0.00 0.00 0.00 0.40
H -3.386 -0.016 -1.402 0.01 0.00 -0.01 0.47
H 1.374 -2.596 5.919 0.01 -0.01 -0.01 0.41
H 2.425 -1.653 -2.963 0.00 -0.01 0.00 0.28
H 3.865 -2.446 1.525 0.00 -0.01 0.00 0.25
H -3.392 3.113 -3.198 0.00 0.00 0.00 0.43
H -0.299 -4.204 0.242 0.01 0.00 0.01 0.28
H 1.951 -0.100 -2.214 0.00 0.00 0.00 0.09
H 3.666 2.378 2.230 0.00 0.00 0.00 0.24
H -0.793 -3.634 -1.364 -0.01 0.01 0.02 0.13
H 0.057 2.174 -3.639 0.00 -0.01 0.01 0.40
H 5.116 1.500 2.532 0.00 0.00 0.00 0.22
H -1.550 -1.522 -2.996 0.00 0.00 0.00 0.42
H -0.952 5.717 2.007 0.01 -0.01 0.00 0.21
H 0.918 -3.032 4.250 -0.01 0.01 -0.02 0.29
H -4.181 0.028 -4.921 0.00 0.00 0.00 0.30
H -3.944 2.407 -4.731 0.00 0.00 0.00 0.30
H -3.208 1.726 -1.248 0.00 0.01 0.00 0.33
H -2.405 1.137 -6.072 0.00 0.00 0.00 0.31
H -1.910 2.835 3.746 0.04 -0.03 -0.01 0.17
H 3.559 -2.257 4.903 0.00 0.00 0.00 0.41
H 0.000 -1.795 5.117 0.00 0.00 0.02 0.31
```
Forces are in eV/Å.

Below is a structure of composition C26H34FI2N4O6PdS2, with properties calculated with ωB97M-V with the def2-TZVPD basis set.

Properties
**HOMO level**: -10.95 eV
**Charge**: +1
**Electronic energy**: -89823.9064 eV
**Relative energy (zero: lowest compared OMol25 entry of this formula, charge and spin)**: 0.0 kcal/mol
**HOMO-LUMO gap**: 6.85 eV

```
76
Properties=species:S:1:pos:R:3:forces:R:3:mulliken_charge:R:1
I 4.316 -2.231 -1.942 0.00 0.00 0.02 -0.07
I 2.176 -1.476 -3.307 -0.02 0.01 -0.07 -0.07
Pd 0.394 -0.756 -0.233 0.00 0.02 0.07 0.77
S 1.386 -3.565 1.373 -0.02 -0.02 0.01 -0.06
S -2.685 -1.967 -0.656 0.03 -0.02 -0.04 -0.17
F -4.428 4.963 0.940 -0.01 0.00 0.00 -0.37
O -1.158 -2.051 -0.685 -0.03 0.01 0.03 -0.17
O -0.512 0.655 -1.269 0.05 -0.04 -0.07 -1.24
O 0.581 4.963 -0.961 0.00 -0.01 0.01 -0.63
O -2.552 6.881 1.720 -0.02 0.03 -0.03 -0.59
O 1.450 -2.103 0.936 -0.01 0.02 0.01 -0.47
O -0.397 2.083 0.465 0.03 -0.03 0.02 -0.85
N -1.034 5.944 0.303 -0.01 0.01 -0.01 -0.04
N 1.892 0.509 0.248 -0.03 0.02 -0.03 -0.24
N 2.333 1.364 -0.806 0.02 0.00 0.00 0.38
N -1.523 4.078 -0.992 0.00 -0.02 0.03 0.22
C 4.722 1.511 -0.073 -0.01 -0.01 -0.01 -1.63
C -4.491 1.623 1.432 0.01 0.01 0.00 -0.72
C 2.960 -5.443 0.251 -0.01 0.02 0.00 -0.62
C -1.062 2.895 -1.687 0.01 0.02 -0.01 -1.85
C -2.622 0.122 1.224 0.02 0.02 -0.03 -0.26
C 3.423 -6.240 -0.787 0.00 0.00 -0.01 -0.58
C -0.568 4.987 -0.575 0.00 0.03 -0.03 0.36
C -3.188 4.980 0.440 -0.01 0.03 -0.03 0.38
C 3.665 3.139 -1.660 0.00 0.00 0.00 -1.64
C -2.290 6.034 0.906 0.04 -0.07 0.07 0.26
C -4.533 -0.095 -0.248 0.02 0.01 0.01 -0.57
C 1.314 -4.467 -1.242 0.01 -0.01 0.01 -0.28
C 1.793 -5.258 -2.271 -0.01 0.02 0.00 -1.02
C -5.143 0.974 0.391 -0.01 0.01 -0.01 -0.67
C -0.360 -4.039 1.415 0.02 0.00 0.02 -0.62
C 3.444 2.275 -0.424 -0.01 -0.02 0.01 1.40
C 2.992 3.145 0.745 0.01 0.00 0.00 -1.52
C -3.170 -3.251 0.522 -0.01 -0.01 0.01 -0.83
C -3.228 1.208 1.834 -0.01 0.00 0.00 -0.64
C -0.616 1.818 -0.707 -0.04 0.00 0.01 2.68
C -3.282 -0.523 0.188 -0.03 0.00 0.02 1.31
C 2.841 -6.144 -2.042 0.01 -0.01 0.00 -0.47
C -1.185 -3.033 2.205 0.01 -0.01 -0.02 0.06
C -2.792 4.072 -0.449 0.01 -0.01 0.00 -0.02
C -2.695 -3.157 1.970 0.02 0.02 0.01 -1.05
C 1.905 -4.574 0.013 0.01 0.00 0.01 0.84
H 2.034 3.613 0.522 -0.01 0.00 0.00 0.23
H 3.416 -5.493 1.232 0.00 0.00 0.00 0.42
H 5.060 0.908 -0.919 0.00 0.00 0.00 0.30
H -2.848 -4.175 0.036 0.00 0.01 0.00 0.49
H -5.021 -0.590 -1.080 0.00 0.00 0.00 0.50
H 4.241 -6.926 -0.617 0.00 0.00 0.00 0.41
H -0.198 3.157 -2.297 -0.01 0.00 0.00 0.39
H 2.646 -0.020 0.690 0.00 -0.01 0.00 0.30
H 3.896 2.521 -2.531 0.00 0.00 0.00 0.39
H 2.774 3.732 -1.868 0.00 0.00 0.00 0.27
H -0.358 -5.037 1.861 -0.01 0.00 -0.01 0.57
H -0.353 6.632 0.593 0.00 0.00 0.00 0.25
H -0.855 -2.031 1.932 0.00 -0.02 0.00 -0.20
H -6.118 1.310 0.065 0.00 0.00 0.00 0.44
H 3.729 3.931 0.913 0.00 0.00 0.00 0.52
H 2.622 0.765 -1.574 -0.01 0.02 0.02 -0.04
H -4.957 2.473 1.912 0.00 0.00 0.00 0.46
H 4.506 3.814 -1.498 0.00 0.00 0.00 0.44
H -0.685 -4.114 0.382 0.00 0.00 0.00 0.08
H -3.456 3.290 -0.791 0.00 0.00 0.00 0.44
H -3.072 -4.054 2.468 0.00 -0.01 -0.01 0.46
H -3.188 -2.313 2.457 0.00 0.00 -0.01 0.40
H 4.592 0.853 0.791 -0.01 0.00 0.00 0.39
H -0.989 -3.143 3.273 -0.01 0.00 0.00 0.64
H -1.627 -0.176 1.524 0.00 0.01 0.00 0.00
H 0.511 -3.761 -1.417 -0.01 0.00 -0.01 0.61
H 1.440 1.118 0.932 0.01 0.00 0.01 0.19
H -4.262 -3.239 0.477 0.00 0.00 0.01 0.57
H 5.519 2.209 0.183 0.00 0.01 0.00 0.44
H 2.916 2.580 1.678 0.00 0.00 0.00 0.32
H -2.703 1.741 2.615 0.00 -0.01 0.00 0.39
H 3.207 -6.760 -2.853 0.00 0.00 0.00 0.41
H 1.354 -5.181 -3.257 0.00 0.00 0.00 0.45
H -1.847 2.519 -2.339 0.00 -0.01 0.00 0.34
```
Forces are in eV/Å.

Below is a cluster of 13 separate species, C6H38NO12S in total, with properties calculated with ωB97M-V with the def2-TZVPD basis set.

Properties
**HOMO level**: -4.57 eV
**Charge**: -1
**Electronic energy**: -43735.4490 eV
**Relative energy (zero: lowest compared OMol25 entry of this formula, charge and spin)**: 27.8 kcal/mol
**HOMO-LUMO gap**: 7.07 eV

```
58
Properties=species:S:1:pos:R:3:forces:R:3:mulliken_charge:R:1
S 0.694 -2.343 2.353 -0.22 -0.01 -1.10 -0.59
O 3.529 -1.135 -2.998 1.54 -0.21 -0.75 -0.67
O 0.967 -2.979 -3.962 0.43 0.06 -0.16 -0.65
O -3.200 -0.605 -2.219 -0.64 0.40 -0.65 -0.66
O -1.966 2.836 1.672 1.04 0.51 -0.16 -0.69
O -2.048 -4.415 1.448 0.11 -0.35 -0.07 -0.70
O -3.372 -1.052 2.211 0.00 0.38 0.47 -0.62
O 0.263 2.027 3.226 0.96 0.28 0.29 -0.59
O 0.599 4.174 1.601 0.45 0.86 -1.16 -0.63
O 1.146 -3.865 -1.386 0.00 -0.34 1.26 -0.67
O -0.742 -0.140 4.156 0.01 -1.42 0.35 -0.66
O 3.424 0.855 2.384 -0.07 -1.33 -0.56 -0.66
O -1.882 -2.118 -0.396 -0.75 -0.72 -0.23 -0.55
N 0.262 1.127 -0.191 0.09 -1.77 -1.31 0.50
C -0.043 -0.161 0.458 -1.82 0.85 0.86 0.15
C -0.012 2.752 -2.657 -1.27 0.80 -0.33 -0.35
C 1.279 2.201 -2.192 2.00 -1.24 0.01 -1.28
C 1.302 0.969 -1.246 -0.92 2.45 1.52 -0.49
C 1.055 -0.734 1.377 -1.28 -1.51 -0.45 -0.98
C -0.950 1.708 -3.249 0.80 -0.92 0.01 -0.82
H -0.508 0.734 -3.456 0.74 -0.10 0.31 0.22
H 1.361 -4.652 -0.860 0.06 -0.09 -0.66 0.28
H 1.988 2.952 -1.867 -0.26 0.54 0.74 0.47
H -0.532 -0.587 4.993 -0.19 0.25 -0.18 0.34
H -2.550 -1.830 0.244 0.31 0.03 0.24 0.28
H 0.825 -3.317 -3.059 -0.10 0.12 -0.19 0.38
H 3.243 0.216 1.647 0.07 1.13 0.55 0.38
H 0.184 -2.510 -4.254 -0.17 -0.02 0.25 0.31
H 1.088 3.447 1.987 -0.36 0.01 0.55 0.34
H 1.167 0.043 -1.821 -0.12 0.18 0.51 0.47
H -0.430 -0.867 3.515 -0.05 0.48 0.19 0.03
H -1.597 3.271 0.886 -0.68 -0.18 -0.24 0.39
H 2.806 -1.635 -3.388 -0.68 0.30 0.66 0.35
H -1.747 1.428 -2.597 -0.79 0.33 0.26 -0.05
H 3.357 -0.541 -2.273 -0.97 -0.20 0.05 0.34
H -1.688 -3.031 -0.142 -0.09 0.01 0.18 0.27
H 1.101 1.539 3.122 -0.35 0.23 -0.19 0.21
H -0.214 4.329 2.084 0.17 -0.26 0.46 0.34
H 1.881 -0.816 0.658 0.57 -0.26 0.83 0.70
H 0.130 3.574 -3.380 0.37 -0.44 -0.04 0.40
H 2.261 1.034 -0.714 0.44 -0.64 -0.63 0.21
H 0.399 1.883 0.461 0.44 0.06 -0.06 -0.08
H -0.327 -0.886 -0.342 0.59 0.68 0.80 0.28
H -0.557 3.291 -1.873 0.22 -0.35 0.31 0.15
H -3.295 -1.454 -1.781 0.47 0.02 0.19 0.34
H -1.021 0.075 0.991 1.16 -0.76 -0.17 0.02
H -2.755 -1.079 2.959 0.23 -0.23 -0.20 0.30
H -1.098 2.678 2.102 -0.73 -0.71 0.36 0.19
H -0.156 1.548 3.958 -0.23 -0.31 -0.34 0.34
H 1.875 1.796 -3.002 -0.15 0.02 -1.03 0.45
H -3.665 -0.131 2.279 -0.06 -0.15 -0.39 0.29
H -2.683 -0.046 -1.634 0.13 -0.29 0.20 0.34
H -1.274 1.944 -4.229 -0.90 0.73 -0.79 0.46
H 3.420 0.202 3.100 0.10 0.39 0.22 0.32
H 1.217 -0.302 2.340 0.56 1.75 -0.51 -0.34
H -2.327 -3.604 1.887 0.19 0.05 0.10 0.34
H -1.117 -4.516 1.706 -0.21 0.39 -0.01 0.30
H 0.937 -3.284 -0.637 -0.14 0.53 -0.19 0.28
```
Forces are in eV/Å.

- What is the relative energy (zero: lowest compared OMol25 entry of this formula, charge and spin) in the fourth record?
  27.8 kcal/mol